# 1
A 6-piece molecular cluster, C20H40B2NO10 overall at a distorted geometry. Source: the Open Molecules 2025 dataset; level of theory: ωB97M-V/def2-TZVPD.

```
73
Properties=species:S:1:pos:R:3:mulliken_charge:R:1
C 3.23 -1.56 -0.18 -0.498
C 3.01 -2.59 -1.44 -0.190
O 2.16 -3.75 -1.15 -0.530
B 2.57 -4.47 0.07 -1.102
O 1.64 -4.40 1.25 -0.650
B 3.97 -5.32 0.29 2.437
O 4.39 -4.82 1.65 -0.646
C 5.77 -5.35 1.76 -0.563
C 6.36 -4.78 0.34 0.331
O 7.43 -5.71 -0.06 -0.254
C 8.67 -4.91 -0.32 0.424
N 9.70 -4.46 -1.01 -0.479
O 5.17 -4.98 -0.53 -0.619
H 2.23 -1.25 0.35 0.152
H 4.07 -1.91 0.59 0.151
H 3.66 -0.55 -0.65 0.228
H 2.44 -1.96 -2.28 0.236
H 4.03 -2.96 -1.88 0.189
H 1.92 -3.59 1.80 0.263
H 3.76 -6.49 0.44 -0.411
H 5.62 -6.51 1.58 0.182
H 6.25 -5.03 2.78 0.219
H 6.61 -3.64 0.51 0.237
C -1.20 -5.26 0.28 -0.924
C -2.67 -5.00 0.15 0.896
O -3.12 -4.33 -0.78 -0.562
C -3.58 -5.59 1.19 -1.195
H -0.66 -4.78 -0.54 0.229
H -0.83 -4.85 1.23 0.260
H -1.00 -6.34 0.23 0.325
H -3.32 -5.19 2.18 0.291
H -3.49 -6.68 1.18 0.393
H -4.62 -5.32 0.96 0.323
C 0.04 2.09 -0.40 -0.771
C 1.32 1.94 0.38 0.688
O 1.99 0.91 0.32 -0.460
C 1.75 3.11 1.23 -1.057
H -0.15 1.17 -0.96 0.298
H -0.80 2.25 0.29 0.320
H 0.12 2.92 -1.10 0.047
H 1.00 3.32 1.99 0.306
H 1.91 3.99 0.60 0.277
H 2.70 2.86 1.73 0.299
C -5.45 -2.63 -0.16 -0.685
C -6.77 -2.25 0.47 0.773
O -7.08 -2.67 1.58 -0.588
C -7.68 -1.35 -0.32 -1.097
H -4.90 -3.29 0.52 -0.094
H -5.63 -3.17 -1.10 0.347
H -4.86 -1.74 -0.35 0.351
H -7.96 -1.83 -1.26 0.300
H -7.18 -0.40 -0.51 0.305
H -8.59 -1.16 0.26 0.306
C -0.30 7.49 -2.56 -0.907
C 0.16 6.06 -2.54 0.811
O 0.33 5.46 -1.48 -0.495
C 0.42 5.39 -3.86 -1.112
H -0.44 7.84 -1.53 0.096
H 0.45 8.12 -3.04 0.358
H -1.25 7.56 -3.09 0.321
H 1.20 5.92 -4.40 0.328
H -0.51 5.37 -4.45 0.334
H 0.75 4.36 -3.69 0.261
C -3.59 7.00 1.63 -1.118
C -2.40 7.80 1.15 0.862
O -2.25 8.06 -0.04 -0.551
C -1.41 8.26 2.18 -1.094
H -4.22 6.74 0.78 0.280
H -3.25 6.08 2.12 0.330
H -4.18 7.60 2.33 0.345
H -0.97 7.39 2.69 0.318
H -1.90 8.91 2.91 0.349
H -0.61 8.82 1.69 0.277
```

Calculated values
Strongest force on any atom (hartree/bohr): 0.22756
Multiplicity: 1
Net charge: -1
HOMO (hartree): -0.156
Total energy (a.u.): -1642.85965
Orbital gap (eV): 5.910
M (g/mol): 476.2



# 2
C4H7NO2 as an isolated structure. Source: the Open Molecules 2025 dataset; level of theory: ωB97M-V/def2-TZVPD.

```
14
Properties=species:S:1:pos:R:3:mulliken_charge:R:1
C 1.12 -1.31 -0.22 -1.267
C 0.31 -0.06 -0.61 1.144
C 0.89 1.25 0.14 -0.650
O -0.11 0.04 -1.82 -0.832
C -0.83 0.26 0.41 0.258
O -0.30 1.26 1.05 -0.376
N -2.11 -0.03 0.48 -0.364
H 1.99 -1.35 -0.88 0.336
H 1.46 -1.30 0.83 0.342
H 0.53 -2.21 -0.39 0.305
H 0.82 2.14 -0.49 0.305
H 1.80 1.22 0.74 0.269
H -2.78 0.58 0.92 0.265
H -2.44 -0.67 -0.23 0.265
```

Calculated values
Strongest force on any atom (hartree/bohr): 0.01266
Multiplicity: 1
Net charge: 0
HOMO (hartree): -0.290
Total energy (a.u.): -361.76486
Orbital gap (eV): 8.446
M (g/mol): 101.1



# 3
C9H20Si as an isolated structure at a distorted geometry. Source: the Open Molecules 2025 dataset; level of theory: ωB97M-V/def2-TZVPD.

```
30
Properties=species:S:1:pos:R:3:mulliken_charge:R:1
C -1.53 1.40 -1.65 -0.850
C -0.57 0.54 -1.98 0.523
C 0.00 0.04 -3.24 -1.187
C 1.41 2.38 0.26 -1.334
C 1.97 0.93 2.17 -1.873
C -0.64 -2.86 0.01 -1.740
C -2.07 -1.19 1.10 -1.325
C 0.99 1.21 1.17 0.819
C -0.59 -1.57 0.83 0.719
Si 0.46 -0.27 0.00 0.144
H -1.68 1.67 -0.61 0.180
H -2.33 1.68 -2.28 0.340
H 0.61 0.84 -3.61 0.300
H -0.83 -0.24 -3.98 0.328
H 0.57 -0.83 -3.03 0.322
H 2.37 2.12 -0.31 0.271
H 0.66 2.73 -0.48 0.336
H 1.59 3.25 1.06 0.328
H 2.12 1.82 2.85 0.391
H 2.87 0.63 1.73 0.394
H 1.62 0.19 2.76 0.547
H -0.97 -2.77 -1.05 0.361
H 0.40 -3.35 -0.08 0.340
H -1.37 -3.59 0.39 0.419
H -2.34 -1.69 2.01 0.398
H -2.64 -1.59 0.31 0.372
H -2.18 -0.02 1.23 0.250
H 0.01 1.54 1.76 0.179
H -0.10 -1.85 1.78 0.318
H 1.87 -0.88 -0.13 -0.268
```

Calculated values
Strongest force on any atom (hartree/bohr): 0.11224
Multiplicity: 1
Net charge: 0
HOMO (hartree): -0.321
Total energy (a.u.): -644.28506
Orbital gap (eV): 9.708
M (g/mol): 156.3



# 4
C4H14N2O3P2 as an isolated structure at a distorted geometry. Source: the Open Molecules 2025 dataset; level of theory: ωB97M-V/def2-TZVPD.

```
25
Properties=species:S:1:pos:R:3:mulliken_charge:R:1
C 1.81 1.39 -0.82 -0.835
C 3.24 -0.25 0.45 -0.930
C -2.72 -1.23 -1.70 -0.565
C 0.10 -0.26 1.89 -0.665
N -3.01 1.05 1.56 -0.737
N 1.98 0.14 -0.18 0.099
O -1.58 1.56 -0.79 -0.572
O -3.09 -0.62 -0.49 -0.361
O -0.40 -0.45 0.63 -0.200
P 0.82 -1.09 -0.39 -0.041
P -2.27 0.67 0.16 1.073
H 2.63 1.71 -1.43 0.271
H 0.87 1.46 -1.32 0.304
H 1.86 2.06 0.13 0.244
H 4.13 -0.21 -0.21 0.282
H 3.34 0.39 1.28 0.357
H 3.02 -1.25 0.70 0.334
H -1.97 -0.58 -2.19 0.337
H -3.65 -1.37 -2.45 0.207
H -2.39 -2.23 -1.44 0.227
H -0.56 0.42 2.36 0.425
H 1.09 0.19 1.75 0.241
H 0.19 -1.21 2.39 0.248
H -3.56 0.17 1.66 0.273
H 0.11 -0.48 -1.55 -0.013
```

Calculated values
Strongest force on any atom (hartree/bohr): 0.07484
Multiplicity: 1
Net charge: 0
HOMO (hartree): -0.339
Total energy (a.u.): -1178.70983
Orbital gap (eV): 9.866
M (g/mol): 200.1



# 5
An isolated ion of composition C5H11NO2 and charge -2 at a distorted geometry. Source: the Open Molecules 2025 dataset; level of theory: ωB97M-V/def2-TZVPD.

```
19
Properties=species:S:1:pos:R:3:mulliken_charge:R:1
N -0.37 0.81 -2.24 -0.644
C -0.73 0.18 -0.90 0.169
C -1.82 -1.04 -0.94 -0.551
O -2.85 -0.55 -1.60 -0.908
C 0.39 -0.42 -0.04 -0.489
C 0.83 0.42 1.17 -0.533
C 2.18 0.00 1.78 -0.359
O 2.35 0.70 2.95 -0.939
H -1.18 1.18 -2.70 0.276
H 0.15 0.17 -2.74 0.179
H -1.24 1.09 -0.52 0.229
H -2.08 -1.11 0.20 0.145
H -1.42 -2.08 -1.24 0.160
H 0.19 -1.42 0.34 0.320
H 1.24 -0.48 -0.76 0.146
H 0.90 1.51 0.97 0.329
H 0.02 0.45 1.95 0.221
H 3.00 0.22 1.03 0.150
H 2.02 -1.18 2.01 0.100
```

Calculated values
Strongest force on any atom (hartree/bohr): 0.06086
Multiplicity: 1
Net charge: -2
HOMO (hartree): 0.028
Total energy (a.u.): -402.17796
Orbital gap (eV): 6.229
M (g/mol): 117.1



# 6
A single C10H12N2O2 molecule at a distorted geometry. Source: the Open Molecules 2025 dataset; level of theory: ωB97M-V/def2-TZVPD.

```
26
Properties=species:S:1:pos:R:3:mulliken_charge:R:1
O 3.25 -0.89 1.44 -0.556
C 2.69 0.18 1.21 0.044
N 1.55 0.34 0.36 0.155
C 0.94 1.59 0.10 -0.734
C 1.13 1.63 -1.46 -0.271
C 1.28 0.39 -1.94 -0.987
C 1.15 -0.62 -0.80 0.165
C -0.36 -1.32 -0.91 -0.600
O -0.27 -2.65 -0.79 -0.601
N -1.25 -0.72 -0.04 0.296
C -2.20 0.22 -0.27 -0.432
C -2.83 0.74 0.85 -0.675
C -2.26 -0.02 1.92 -0.581
C -1.28 -0.87 1.33 -0.348
H 2.91 1.10 1.69 0.339
H 1.41 2.43 0.52 0.536
H -0.06 1.44 0.36 0.091
H 1.20 2.49 -2.10 0.425
H 1.34 0.07 -2.92 0.601
H 1.66 -1.56 -0.78 0.428
H -0.65 -1.02 -1.87 0.559
H 0.13 -3.03 -0.04 0.415
H -2.29 0.56 -1.26 0.389
H -3.70 1.33 0.85 0.490
H -2.58 -0.04 2.91 0.542
H -0.91 -1.78 1.68 0.310
```

Calculated values
Strongest force on any atom (hartree/bohr): 0.10356
Multiplicity: 1
Net charge: 0
HOMO (hartree): -0.304
Total energy (a.u.): -648.14041
Orbital gap (eV): 9.038
M (g/mol): 192.2